# 1
67
Properties=species:S:1:pos:R:3 method="wB97M-V/def2-TZVPD" lumo_ha=-0.0035 homo_energy_ev=-9.44 relative_energy_kcal_mol=88.53 smiles="COCCCCCCCCCCOC(=O)OCC(=O)I.O=S1(=O)OCCO1.O=S1(=O)OCCO1" charge=0 multiplicity=1
C 0.85987 2.74914 6.45276
O 1.13603 2.41036 7.82892
C 2.02918 1.27381 7.94881
C 1.20607 -0.12462 8.14445
C 2.08902 -1.42951 7.82946
C 2.11582 -1.89392 6.29298
C 0.71543 -1.77161 5.51414
C 0.68781 -0.32915 4.76055
C 0.24018 -0.43000 3.21286
C 0.26941 1.05158 2.54320
C -0.80295 1.23386 1.35732
C -0.28929 0.61955 -0.04055
O 0.96188 -0.14270 0.08021
C 1.98772 0.52342 -0.66132
O 2.78022 1.30014 -0.07856
O 2.01803 0.28012 -2.07496
C 3.29529 0.74918 -2.58314
C 3.53660 0.39301 -4.13241
O 4.59371 0.79578 -4.68779
I 2.12831 -0.71349 -5.38573
H 1.53204 2.18353 5.70129
H -0.24260 2.53023 6.17252
H 1.00739 3.87193 6.21866
H 2.82726 1.20941 7.13343
H 2.60012 1.41252 8.94676
H 0.18687 -0.09313 7.62668
H 0.97468 -0.16031 9.27914
H 1.79520 -2.25227 8.57001
H 3.18112 -1.14788 8.10126
H 2.92765 -1.37958 5.65860
H 2.38929 -3.02073 6.28484
H -0.21059 -1.80331 6.17897
H 0.62194 -2.56292 4.68412
H -0.02986 0.36507 5.32416
H 1.72127 0.16845 4.76182
H 1.02610 -1.06572 2.66200
H -0.79900 -0.90506 3.13514
H 1.32915 1.27768 2.17384
H 0.01383 1.85535 3.33788
H -0.96433 2.36752 1.20377
H -1.79923 0.76116 1.69381
H -1.11213 -0.05394 -0.48830
H -0.14188 1.49575 -0.77913
H 3.36560 1.89939 -2.49626
H 4.17872 0.29354 -2.01106
C -1.29772 0.02021 -4.89697
C -2.48860 -0.89840 -4.67545
O -3.11176 -0.41553 -3.48328
S -2.90913 1.19199 -3.39451
O -4.09394 1.82347 -3.89547
O -2.34325 1.50653 -2.11683
O -1.75053 1.32354 -4.52144
H -0.46428 -0.25153 -4.24555
H -0.96263 0.01775 -5.93383
H -2.19357 -1.94112 -4.56132
H -3.21026 -0.81268 -5.49238
C -4.14998 -1.37371 -9.48464
C -3.10320 -0.60766 -10.27872
O -1.90754 -0.70424 -9.50368
S -1.89673 -2.12592 -8.72220
O -1.10739 -3.04984 -9.47890
O -1.67447 -1.87363 -7.32881
O -3.46015 -2.49905 -8.93797
H -4.53375 -0.77324 -8.65501
H -4.98167 -1.70299 -10.10830
H -3.37906 0.43548 -10.43271
H -2.91736 -1.08108 -11.24718

# 2
59
Properties=species:S:1:pos:R:3 method="wB97M-V/def2-TZVPD" lumo_ha=-0.4166 homo_energy_ev=-18.00 charge=+3 multiplicity=1
Os -0.02195 -0.58978 -0.04350
C 0.30122 -1.07272 3.54794
C 0.48218 -2.19942 2.59556
N 0.33716 -2.13995 1.28646
C 0.58583 -3.36850 0.67245
C 0.91489 -4.35233 1.53889
S 0.92288 -3.75480 3.13462
C 0.47024 -3.38553 -0.77399
C 0.66498 -4.36222 -1.68647
S 0.42797 -3.75074 -3.26968
C 0.06693 -2.21074 -2.67548
N 0.12388 -2.16556 -1.34613
C -0.22627 -1.03894 -3.54266
H -0.01439 -0.18433 3.01014
H 1.23600 -0.85296 4.06571
H -0.44351 -1.31944 4.30595
H 1.15925 -5.38067 1.32144
H 0.95095 -5.39098 -1.52988
H -0.81088 -1.32761 -4.41566
H 0.70581 -0.59680 -3.90183
H -0.78084 -0.28169 -2.98701
C -2.90968 -2.43540 -1.30968
P -2.35965 -1.47174 0.11736
C -2.68370 -2.52166 1.55489
C -3.54744 -0.10043 0.27041
C -2.99813 0.92100 1.26160
P -1.29090 1.30042 0.80603
C -0.54318 2.34367 2.06807
C -1.32885 2.29785 -0.70241
H -3.95719 -2.71545 -1.18528
H -2.32233 -3.35018 -1.39396
H -2.81578 -1.84986 -2.22415
H -3.74044 -2.79300 1.57592
H -2.44251 -1.99589 2.47953
H -2.09772 -3.43996 1.50369
H -4.52226 -0.47894 0.58280
H -3.68384 0.34308 -0.71895
H -3.01385 0.54943 2.28930
H -3.57239 1.85127 1.25016
H -1.22419 3.17934 2.25132
H 0.40260 2.73477 1.69289
H -0.37839 1.82523 3.00932
H -1.83904 3.24202 -0.48998
H -1.86939 1.79425 -1.50384
H -0.31325 2.52361 -1.02973
C 3.56003 -0.21976 -1.14794
C 2.96504 0.60408 -0.01946
C 3.32413 0.08400 1.35357
C 3.19784 2.08831 -0.18368
O 1.47581 0.39128 -0.19534
H 4.64707 -0.14125 -1.09726
H 3.24438 0.15705 -2.12029
H 3.29868 -1.27460 -1.04370
H 4.38974 0.22737 1.53230
H 3.11560 -0.98493 1.43647
H 2.78591 0.63162 2.12936
H 4.26518 2.29268 -0.09526
H 2.69494 2.65641 0.59969
H 2.87272 2.43451 -1.16405

# 3
61
Properties=species:S:1:pos:R:3 method="wB97M-V/def2-TZVPD" lumo_ha=-0.1895 homo_energy_ev=-10.82 charge=+1 multiplicity=1
Pd 0.47970 0.74550 0.79253
O 5.52394 -1.37936 2.37327
C 4.32096 -1.82793 2.97790
C 3.14973 -1.10502 2.28902
C 3.26455 0.37517 2.69102
O 2.53607 1.23084 1.80253
C 3.25558 -1.41618 0.79315
Se 1.93598 -0.74491 -0.45623
C 1.87775 -1.74963 2.82077
Se 0.20382 -0.81889 2.53443
H 6.28074 -1.77468 2.81662
H 4.29098 -1.59972 4.04865
H 4.19389 -2.90833 2.86348
H 4.31174 0.67061 2.69970
H 2.85782 0.47872 3.69973
H 2.62480 2.15957 2.05618
H 3.22009 -2.50006 0.67354
H 4.20292 -1.05784 0.39316
H 1.91406 -1.76246 3.91338
H 1.77922 -2.77326 2.46740
C -4.05865 -1.89852 -0.48704
C -2.90435 -1.60303 0.47886
C -2.31409 -2.89682 1.04062
Sb -1.54834 -0.28643 -0.49868
C -1.45154 -0.91999 -2.52322
C -0.58729 -0.07444 -3.45047
C -1.06840 -2.40119 -2.59131
C -2.57956 1.57902 -0.47743
C -3.02881 1.93565 0.93811
C -3.76029 1.62107 -1.45557
H -4.90081 -2.28595 0.09264
H -3.78499 -2.66930 -1.20922
H -4.42879 -1.03720 -1.03889
H -3.24803 -0.96890 1.29850
H -1.96267 -3.55434 0.24090
H -3.08764 -3.44241 1.58976
H -1.49058 -2.72602 1.71910
H -2.50846 -0.77541 -2.76903
H 0.46350 -0.10959 -3.17166
H -0.88642 0.97300 -3.47977
H -0.68493 -0.48920 -4.45909
H -0.01560 -2.53414 -2.33665
H -1.20037 -2.75950 -3.61629
H -1.65441 -3.05383 -1.94511
H -1.80545 2.26527 -0.82184
H -3.87743 1.32286 1.24961
H -3.35644 2.97737 0.96016
H -2.25539 1.85026 1.70041
H -4.57249 0.96037 -1.15624
H -3.48841 1.38408 -2.48561
H -4.17478 2.63292 -1.46490
N 1.58266 2.93122 -2.94535
C 1.18643 2.76869 -1.66881
O 0.66321 1.65129 -1.34889
C 1.32695 3.83312 -0.75268
C 0.83867 3.51894 0.52347
N 0.40186 3.01996 1.47512
C 1.93519 5.07577 -1.10624
N 2.47090 6.02196 -1.48964
H 1.55612 2.14192 -3.56396
H 2.03559 3.77934 -3.24395

# 4
60
Properties=species:S:1:pos:R:3 method="wB97M-V/def2-TZVPD" lumo_ha="-0.2093 / -0.2727" homo_energy_ev="-14.83 / -14.83" charge=+2 multiplicity=2
Yb -0.56369 -0.14612 0.15512
C 1.75558 -3.07765 -1.36309
C 1.75395 -2.32728 -0.05388
C 2.45051 -1.09330 0.03876
C 3.24041 -0.62153 -1.15600
C 2.37787 -0.28534 1.22169
C 3.01864 1.05796 1.30089
C 1.55735 -0.71121 2.30183
C 1.39396 0.13956 3.53813
C 0.85263 -1.94256 2.18623
C -0.14202 -2.28296 3.26016
C 1.01918 -2.80697 1.06433
C 0.43271 -4.21138 1.06114
H 2.70057 -3.54595 -1.56876
H 1.53421 -2.40428 -2.20936
H 0.99244 -3.85778 -1.39379
H 2.63953 0.06626 -1.77032
H 3.52951 -1.45120 -1.82325
H 4.12019 -0.09807 -0.80565
H 3.97200 1.01639 1.82778
H 2.35860 1.77313 1.82389
H 3.25571 1.43594 0.29991
H 0.54200 0.82545 3.45776
H 2.29433 0.72800 3.71869
H 1.19607 -0.54904 4.37339
H 0.35797 -2.56213 4.18453
H -0.79617 -3.12037 2.98814
H -0.74869 -1.40804 3.51993
H -0.62980 -4.22538 0.81123
H 0.53803 -4.64182 2.06928
H 0.98711 -4.88856 0.41569
C -1.93730 4.29189 -2.46988
N -0.92670 3.74261 -1.57679
C -0.71842 4.32821 -0.24347
C -0.51133 2.46693 -1.71967
N 0.26380 1.83226 -0.85587
N -0.79867 1.84060 -2.93915
C -0.89549 0.48506 -3.15788
N -0.98704 0.16607 -4.47804
N -0.89149 -0.40407 -2.20296
H -2.23679 5.27276 -2.11126
H -2.84130 3.67748 -2.56958
H -1.53496 4.44367 -3.47421
H -1.27858 5.27238 -0.13533
H 0.35298 4.54277 -0.12414
H -1.02368 3.65646 0.54551
H 0.58571 2.48438 -0.13942
H -1.15095 2.47143 -3.65110
H -1.02670 0.87208 -5.21202
H -1.03726 -0.80565 -4.74811
H -0.99332 -1.34726 -2.58269
N -2.91143 -1.46872 0.61530
C -3.67467 -0.57082 1.47766
C -2.72249 0.62591 1.54079
O -2.41118 1.11326 0.38580
O -2.17143 1.03059 2.58232
H -2.93103 -1.09699 -0.33457
H -3.11524 -2.46453 0.63802
H -3.85715 -0.97629 2.48280
H -4.60861 -0.26620 0.98353

# 5
62
Properties=species:S:1:pos:R:3 method="wB97M-V/def2-TZVPD" lumo_ha=0.0086 homo_energy_ev=-8.63 charge=0 multiplicity=1
C -2.55981 -5.03367 -5.03128
C -2.39568 -4.04040 -3.97401
N -2.27128 -3.26673 -3.13861
H -1.59099 -5.48957 -5.22498
H -2.95080 -4.56951 -5.93139
H -3.25374 -5.79879 -4.68876
C 1.42532 2.60220 2.83481
C 1.04035 2.73091 4.23281
N 0.71044 2.79436 5.32718
H 0.56016 2.87335 2.22792
H 1.77113 1.59681 2.62002
H 2.21612 3.31581 2.59514
C -0.61116 -0.41072 5.32970
C 0.17287 -0.54591 4.11686
N 0.81874 -0.66831 3.17766
H -0.28601 0.47062 5.87788
H -0.45159 -1.31335 5.92164
H -1.67013 -0.32185 5.10327
C -2.62179 0.40334 -4.26143
C -2.11367 1.66043 -4.80566
N -1.72428 2.63660 -5.26327
H -1.83571 -0.34238 -4.21303
H -3.47566 0.07893 -4.85362
H -2.98247 0.57861 -3.24741
C -0.94038 5.83999 0.75161
C -1.54940 4.51506 0.86310
N -2.02927 3.47447 0.94919
H 0.11433 5.76951 1.01434
H -1.41699 6.50306 1.47316
H -1.05190 6.23769 -0.25169
C 1.99496 -3.78507 1.67916
C 3.30313 -4.21227 2.17177
N 4.31703 -4.53630 2.59775
H 1.98841 -3.62861 0.60432
H 1.78162 -2.82767 2.16146
H 1.23427 -4.50530 1.96616
C -3.85982 -1.11684 1.34705
C -2.71708 -1.99322 1.56345
N -1.79854 -2.66457 1.72466
H -4.77516 -1.68255 1.50720
H -3.81514 -0.72281 0.33370
H -3.82921 -0.28909 2.05332
C -0.00747 -1.63144 -1.12382
S -0.88699 -0.07680 -1.24165
O -0.20225 0.68019 -2.31984
C -0.26378 0.54815 0.31104
H -0.21998 -2.15048 -0.18957
H 1.05566 -1.36693 -1.13943
H -0.18598 -2.29479 -1.96531
H 0.80509 0.37988 0.41748
H -0.84099 0.10907 1.12354
H -0.47174 1.61827 0.32779
C 2.79109 1.52183 -2.21240
S 4.52141 1.05671 -2.04517
O 5.34638 2.23906 -2.42892
C 4.57057 1.04630 -0.24873
H 2.20713 0.61422 -2.35841
H 2.70961 2.10998 -3.12330
H 2.42102 2.07715 -1.35496
H 3.90465 0.30102 0.19175
H 4.27136 2.03584 0.10196
H 5.60401 0.86648 0.03680

# 6
58
Properties=species:S:1:pos:R:3 method="wB97M-V/def2-TZVPD" lumo_ha=-0.2181 homo_energy_ev=-13.24 relative_energy_kcal_mol=0.00 charge=+2 multiplicity=1
C -0.52636 -2.55254 -4.38289
C -1.25458 -1.58761 -5.22331
H -1.09988 -3.48183 -4.26519
H 0.44741 -2.83267 -4.81546
C -1.50247 -0.27621 -4.90029
C -1.04548 0.34196 -3.67315
H -1.74236 0.34742 -2.82510
H -0.57286 1.32176 -3.79550
C -1.75352 -2.11427 -6.52752
H -1.44106 -3.15302 -6.66361
H -1.37990 -1.54886 -7.38631
H -2.84646 -2.09761 -6.58579
C -2.29208 0.56794 -5.85940
H -3.29168 0.16944 -6.07148
H -1.79057 0.70548 -6.82522
H -2.43319 1.56500 -5.43287
Sr -0.21297 -0.08474 1.74423
O 0.02172 -0.43595 -0.50871
C 0.63473 -0.05832 -1.53798
O 1.37340 1.47818 0.85951
C 1.81867 1.70896 -0.28375
O 2.71055 2.64370 -0.51160
N 1.46753 1.05581 -1.46946
C 3.04617 2.64936 -1.93985
C 2.15133 1.65527 -2.60912
H 4.09574 2.35508 -2.04237
H 2.88829 3.66436 -2.31603
H 2.70667 0.89466 -3.15851
H 1.43045 2.13312 -3.27965
C 0.42254 -0.71249 -2.79577
C -0.17496 -2.06917 -2.76414
H 1.18492 -0.54689 -3.56792
H -1.12862 -2.08084 -2.22004
H 0.48529 -2.84199 -2.33513
C -1.93432 1.28138 3.58901
P -0.69673 2.55342 4.13367
C -1.16349 2.64457 5.91578
C 0.88671 1.56402 4.28883
C 0.89328 0.24917 5.10799
P 0.94503 -1.33816 4.14511
C 2.21490 -2.29533 5.03208
C -0.57781 -2.18151 4.73120
H -2.87810 1.48997 4.10943
H -1.67585 0.23347 3.83777
H -2.16789 1.42151 2.51424
H -1.21459 1.66121 6.39707
H -0.43103 3.27267 6.43891
H -2.14605 3.13064 5.97895
H 1.33742 1.45118 3.27842
H 1.54944 2.27669 4.80690
H 1.81898 0.22354 5.70642
H 0.05208 0.20753 5.81572
H 1.92403 -2.46021 6.07966
H 2.33655 -3.26675 4.53124
H 3.17459 -1.76152 4.99360
H -0.43877 -2.48469 5.77786
H -1.48917 -1.57231 4.64580
H -0.71562 -3.08298 4.11375

# 7
67
Properties=species:S:1:pos:R:3 method="wB97M-V/def2-TZVPD" lumo_ha=0.0796 homo_energy_ev=-5.26 charge=-1 multiplicity=1
C 4.34645 -3.15708 0.11957
C 3.63447 -1.84589 -0.29456
O 3.69523 -1.59100 -1.68299
C 2.94395 -2.49929 -2.46080
C 1.42782 -2.35896 -2.31352
C 0.96078 -0.91002 -2.56915
C -0.56285 -0.78761 -2.27240
C -0.88962 0.56325 -1.58987
C -1.91577 0.43726 -0.43696
P -3.02461 1.96459 -0.59751
O -4.09483 1.54100 -1.75603
O -3.86920 2.21306 0.75629
S -2.11232 3.60939 -1.12252
O -2.76212 -0.66548 -0.64877
P -3.21147 -1.52297 0.76737
C -4.13115 -2.88934 -0.24656
C -3.30884 -4.13490 -0.14380
O -2.57450 -4.57455 -0.95966
Br -3.50013 -5.17227 1.54627
N -4.77954 -0.54634 0.98978
C -5.50280 -0.45948 0.02088
O -6.29291 -0.52341 -0.85020
O -2.23203 -0.39748 1.71608
C -1.31485 0.31000 0.99738
Cl 0.18647 -0.82207 0.84619
P -0.85534 1.89668 1.87829
C -1.03550 1.38156 3.65183
C -0.03575 0.32709 4.15644
C 0.95482 2.16960 1.68311
C 1.31240 3.22556 0.60463
H 4.75799 -3.03945 1.12013
H 5.13366 -3.35830 -0.60847
H 3.62280 -3.97158 0.10313
H 2.59867 -1.90457 0.05106
H 4.08901 -1.00095 0.22255
H 3.19657 -2.27514 -3.50125
H 3.23312 -3.54387 -2.28650
H 0.89951 -3.00795 -3.01769
H 1.08205 -2.62844 -1.31260
H 1.15978 -0.63041 -3.60701
H 1.53519 -0.27547 -1.89435
H -1.08899 -0.81215 -3.22726
H -0.84002 -1.62666 -1.64116
H -1.26575 1.24795 -2.35210
H 0.00513 1.02267 -1.16980
H -3.65524 0.85687 -2.28472
H -4.80218 2.31819 0.51953
H -3.56583 -2.15533 1.99666
H -2.05777 -2.38506 0.75406
H -5.10470 -3.11761 0.18754
H -4.17945 -2.68233 -1.31574
H -0.99074 2.31323 4.21926
H -2.04872 0.98732 3.73272
H 0.17740 0.45189 5.22156
H 0.92112 0.35764 3.63431
H -0.45389 -0.66545 3.98771
H 1.52742 1.26158 1.49482
H 1.29893 2.53946 2.65384
H 2.06928 2.80869 -0.06406
H 1.79685 4.07438 1.08664
H 0.44477 3.57613 0.04919
C 4.95579 5.21003 -0.88712
C 4.63193 4.83227 0.48682
N 4.35252 4.52893 1.55679
H 5.16407 4.31705 -1.47301
H 4.11308 5.73805 -1.32897
H 5.83037 5.85745 -0.89532

# 8
60
Properties=species:S:1:pos:R:3 method="wB97M-V/def2-TZVPD" lumo_ha=-0.2938 homo_energy_ev=-15.28 relative_energy_kcal_mol=0.00 charge=+2 multiplicity=1
F 2.41905 -0.65338 3.59823
C 2.57680 -1.80212 2.82590
C 1.93886 -1.56094 1.44276
Si 2.69569 -0.04968 0.59814
C 2.49606 -0.07339 -1.30359
C 2.10164 -1.45102 -1.90589
C 0.59697 -1.77006 -1.56709
C -0.32890 -1.76297 -2.82366
C -1.60940 -2.63257 -2.52474
C -2.80983 -1.77900 -1.97883
C -3.43492 -2.23710 -0.61736
C -3.51785 -1.09482 0.44739
C -2.24035 -1.16129 1.31228
C -2.04762 -0.03583 2.35855
C -1.41504 1.28521 1.80048
C -1.14164 1.23711 0.29184
N -0.81994 2.58513 -0.22607
C -1.23621 3.22420 -1.36745
C -0.64248 4.45853 -1.43868
C 0.22268 4.62344 -0.28398
C 0.06666 3.43221 0.40376
O 4.24304 0.27078 1.10880
Si 4.53904 1.84919 1.59021
Cl 6.46079 1.94428 2.30840
I 3.06900 2.68844 3.35095
H 3.62461 -2.11589 2.77309
H 1.99846 -2.58627 3.33457
H 2.05347 -2.41839 0.76886
H 0.87632 -1.34466 1.64556
H 1.84780 1.12246 1.06890
H 3.48776 0.20907 -1.71281
H 1.75702 0.73861 -1.62762
H 2.77576 -2.19985 -1.47079
H 2.22040 -1.39368 -2.99343
H 0.23770 -0.95332 -0.91812
H 0.51858 -2.70088 -0.99518
H 0.20284 -2.10492 -3.71702
H -0.71844 -0.74156 -2.96249
H -1.89502 -3.09605 -3.47677
H -1.37037 -3.44800 -1.83026
H -2.56446 -0.70466 -1.95022
H -3.61229 -1.89845 -2.71963
H -2.93640 -3.12927 -0.21214
H -4.47787 -2.52691 -0.80942
H -4.39093 -1.28004 1.08999
H -3.69160 -0.11929 -0.03267
H -2.33618 -2.09664 1.88591
H -1.36365 -1.29962 0.65700
H -2.95501 0.19772 2.92592
H -1.33314 -0.42939 3.09952
H -2.07086 2.13478 2.02422
H -0.45001 1.43550 2.31042
H -1.97289 0.83319 -0.29307
H -0.24373 0.73333 0.00947
H -1.93350 2.77325 -2.06752
H -0.77037 5.19366 -2.22772
H 0.85208 5.47328 -0.04610
H 0.61949 3.28037 1.33579
H 4.46047 2.78952 0.44768
Ti 1.37188 2.13862 -0.71425